--- w ---
Entry from the OMol25 dataset: a 3-piece molecular cluster, CH8NO2 overall (the ωB97M-V functional and the def2-TZVPD basis).

Computed properties:
**HOMO level**: -15.25 eV
**Kohn-Sham gap**: 10.33 eV

```
! wB97M-V def2-TZVPD RIJCOSX def2/J DEFGRID3
* xyz 1 1
C -0.2157 0.4299 0.1823
N 0.1605 -0.7191 0.5525
H -1.1545 0.8185 0.5471
H 0.3441 1.0762 -0.4795
H 1.1352 -1.0880 0.4936
H -0.4726 -1.2837 1.1080
H 3.1592 -2.6081 0.5676
H 3.2862 -1.2931 -0.1919
O 2.6461 -1.8337 0.2930
H -2.3776 2.6633 -1.1069
H -3.6323 1.8820 -1.2849
O -2.8787 1.9559 -0.6808
*
```

natural (NBO) population analysis, charges in e, atoms 1 to 8: 0.1556, -0.5806, 0.2467, 0.2224, 0.4714, 0.4320, 0.5163, 0.5001

--- x ---
Entry from the OMol25 dataset: a 3-piece molecular cluster, CH8NO2 overall (the ωB97M-V functional and the def2-TZVPD basis).

Computed properties:
**HOMO level**: -15.75 eV
**Kohn-Sham gap**: 10.76 eV

```
! wB97M-V def2-TZVPD RIJCOSX def2/J DEFGRID3
* xyz 1 1
C -0.4825 -0.4716 0.4505
N 0.7688 -0.5382 0.6855
H -1.1147 -1.2222 0.9041
H -0.8440 0.2377 -0.2735
H 1.5237 -0.0450 0.2048
H 1.0882 -1.1619 1.4223
H 3.3574 0.5672 -1.3057
H 3.1343 2.0534 -1.1389
O 2.7377 1.2040 -0.9299
H -3.6300 -0.1338 0.7462
H -3.4903 -0.1035 -0.7875
O -3.0486 -0.3861 0.0222
*
```

natural (NBO) population analysis, charges in e, atoms 1 to 8: 0.1785, -0.5858, 0.2427, 0.2437, 0.4696, 0.4285, 0.4862, 0.5039

Least stable: x

--- w ---
Entry from the OMol25 dataset: a 2-piece molecular cluster, C10H16O overall (the ωB97M-V functional and the def2-TZVPD basis).

Computed properties:
**HOMO level (alpha / beta)**: -13.89 / -14.24 eV
**<S²>**: 0.77
**Kohn-Sham gap (alpha / beta)**: 10.11 / 6.78 eV

```
! wB97M-V def2-TZVPD RIJCOSX def2/J DEFGRID3
* xyz 1 2
C 0.1815 -0.8438 -2.0581
C -0.2731 -2.2531 -2.5637
C -0.6475 -0.1153 -1.0692
C -1.7006 0.7639 -1.4673
C -0.4298 -0.3195 0.3282
C -2.5874 1.2678 -0.5759
C -1.3818 0.1103 1.2163
C -2.4718 0.8495 0.7662
O -3.1995 1.4060 1.7296
H 1.1463 -0.9332 -1.5534
H 0.2352 -0.1918 -2.9411
H -1.2771 -2.3949 -2.1491
H -1.7961 0.8107 -2.5473
H 0.4826 -0.7377 0.7222
H -3.3780 1.9572 -0.8370
H -1.2331 -0.0851 2.2673
H -3.8155 2.0757 1.3811
H 0.4376 -2.9419 -2.1233
H -0.3878 -2.3770 -3.6313
C 2.5651 0.7756 2.5602
C 3.0339 0.1878 1.2478
H 2.5991 0.1376 3.4418
H 2.9761 1.7611 2.7730
H 1.4732 0.9496 2.5270
H 4.0506 0.3931 0.9128
H 2.8634 -0.8912 1.2653
H 2.5343 0.6385 0.3779
*
```

natural (NBO) population analysis, charges in e, atoms 1 to 8: -0.4724, -0.5858, 0.2158, -0.1642, -0.1740, -0.2290, -0.1956, 0.4332

--- x ---
Entry from the OMol25 dataset: a 2-piece molecular cluster, C10H16O overall (the ωB97M-V functional and the def2-TZVPD basis).

Computed properties:
**HOMO level (alpha / beta)**: -14.03 / -14.03 eV
**<S²>**: 0.77
**Kohn-Sham gap (alpha / beta)**: 10.12 / 6.46 eV

```
! wB97M-V def2-TZVPD RIJCOSX def2/J DEFGRID3
* xyz 1 2
C -1.0699 -1.8628 2.8507
C -0.2868 -0.5608 0.8526
C -1.2090 -1.4902 1.4245
C -0.4408 -0.1797 -0.4456
C -2.1809 -2.1565 0.6303
C -1.4270 -0.8700 -1.2185
C -2.3267 -1.8078 -0.6830
O -1.5662 -0.5578 -2.4937
H 0.4742 -0.1764 1.5072
H 0.1087 0.6779 -0.8394
H -0.4442 -2.7474 2.9776
H -2.0213 -2.0493 3.3534
H -2.8083 -2.9122 1.0896
H -3.0792 -2.2662 -1.3072
H -0.7033 -0.4056 -2.9418
H -0.6129 -1.0700 3.4517
C 2.5243 2.2198 -0.4046
C 2.4541 3.6521 -0.9363
C 3.7351 1.9777 0.4831
H 1.5929 1.9283 0.0878
H 2.6267 1.5355 -1.2426
H 1.4598 3.9695 -1.2547
H 3.8179 2.7587 1.2523
H 3.6587 1.0788 1.0867
H 4.6427 2.0148 -0.1170
H 2.8347 4.3558 -0.1791
H 3.2235 3.7637 -1.7042
*
```

natural (NBO) population analysis, charges in e, atoms 1 to 8: -0.6878, -0.1683, 0.1998, -0.2203, -0.1676, 0.4576, -0.2016, -0.5670

Least stable: w

--- w ---
Entry from the OMol25 dataset: an isolated ion of composition C7H12N and charge +1 (the ωB97M-V functional and the def2-TZVPD basis).

Computed properties:
**HOMO level**: -13.67 eV
**SMILES**: C=C[C@@]1([NH3+])CC12CC2
**Kohn-Sham gap**: 10.22 eV

```
! wB97M-V def2-TZVPD RIJCOSX def2/J DEFGRID3
* xyz 1 1
C -2.7099 0.7711 0.2968
C -1.4828 0.8968 -0.1490
C 1.9142 1.1661 0.1852
C 2.1854 -0.2367 0.6797
C 0.4571 -0.3798 -1.4803
C -0.5180 -0.2042 -0.2442
C 0.9146 0.0453 -0.1690
N -0.7843 -1.5150 0.3570
H -3.2746 1.6809 0.2609
H -3.4294 0.0278 0.6442
H -1.1281 1.7098 -0.5740
H 1.6727 1.9704 0.9200
H 2.4920 1.6569 -0.6212
H 2.9809 -0.8479 0.2449
H 2.0748 -0.3529 1.7719
H 0.7011 -1.4433 -1.6883
H 0.4652 0.4896 -2.1352
H -1.6696 -2.0718 0.1097
H -0.8899 -1.3623 1.3384
H 0.0284 -2.0008 0.2524
*
```

natural (NBO) population analysis, charges in e, atoms 1 to 8: -0.3907, -0.1856, -0.3839, -0.4037, -0.3864, 0.0719, -0.1263, -0.6417

--- x ---
Entry from the OMol25 dataset: an isolated ion of composition C7H12N and charge +1 (the ωB97M-V functional and the def2-TZVPD basis).

Computed properties:
**HOMO level**: -14.49 eV
**SMILES**: C=C=C/C=[NH+]/CCC
**Kohn-Sham gap**: 9.48 eV

```
! wB97M-V def2-TZVPD RIJCOSX def2/J DEFGRID3
* xyz 1 1
C 0.5800 -1.3113 -0.0328
C 1.9549 -2.0392 -0.8663
C 4.3620 -1.0832 -0.6643
C 3.1688 -1.5589 -0.7775
C -1.6075 1.8578 -0.4713
C -2.2819 0.8098 0.4429
C -1.3599 -0.2711 1.0987
N -0.7527 -1.1334 0.1855
H 1.2181 -0.4440 0.5378
H 4.8404 -0.3139 -1.2870
H 4.9080 -1.1697 0.3794
H 1.6800 -3.0049 -1.2501
H -1.2233 1.3403 -1.4790
H -2.1470 2.6726 -0.8268
H -0.7349 2.3096 -0.0268
H -3.0886 0.3307 -0.0670
H -2.7210 1.4020 1.3580
H -0.5503 0.2189 1.7589
H -2.1097 -0.8784 1.7565
H -1.3345 -1.8977 -0.1448
*
```

natural (NBO) population analysis, charges in e, atoms 1 to 8: 0.2620, -0.2747, -0.3781, 0.0956, -0.6175, -0.4035, -0.2472, -0.4576

Least stable: x

--- w ---
Entry from the OMol25 dataset: a 3-piece molecular cluster, C4H14O2S overall (the ωB97M-V functional and the def2-TZVPD basis).

Computed properties:
**HOMO level**: -8.95 eV
**SMILES**: CCCCS.O.O
**Kohn-Sham gap**: 9.46 eV

```
! wB97M-V def2-TZVPD RIJCOSX def2/J DEFGRID3
* xyz 0 1
C 1.0615 3.4218 -0.1972
C 0.0548 2.6742 0.7123
C 0.2802 1.1246 0.6635
C -0.2964 0.4285 1.8882
S -0.9550 -1.2171 1.5803
H 1.1201 4.4613 0.1006
H 0.8622 3.4192 -1.2953
H 2.0905 2.9963 -0.2233
H 0.0971 3.0736 1.7345
H -0.9463 2.9750 0.4190
H -0.0756 0.7211 -0.3031
H 1.3929 0.9022 0.5669
H 0.4371 0.4753 2.6897
H -1.2234 0.9510 2.0994
H -1.7713 -1.4078 0.5248
H -4.4144 -2.3791 -1.0529
H -4.5382 -3.4963 -2.0446
O -4.6220 -2.5370 -1.9845
H 5.9666 -1.9025 -2.5020
H 4.9252 -1.0892 -3.2104
O 5.2774 -1.9855 -3.1728
*
```

natural (NBO) population analysis, charges in e, atoms 1 to 8: -0.6145, -0.4050, -0.4079, -0.5177, -0.0970, 0.2113, 0.2076, 0.2029

--- x ---
Entry from the OMol25 dataset: a 3-piece molecular cluster, C4H14O2S overall (the ωB97M-V functional and the def2-TZVPD basis).

Computed properties:
**HOMO level**: -9.14 eV
**SMILES**: CCCCS.O.O
**Kohn-Sham gap**: 9.66 eV

```
! wB97M-V def2-TZVPD RIJCOSX def2/J DEFGRID3
* xyz 0 1
C 2.2849 0.0431 -0.3638
C 0.9815 0.3121 -1.1394
C -0.0326 0.9497 -0.1591
C -1.2382 1.4264 -0.9717
S -2.5944 2.0972 0.1174
H 3.0463 -0.3789 -1.0215
H 2.1245 -0.6496 0.4575
H 2.6650 0.9789 0.0484
H 1.1089 0.9771 -1.9915
H 0.6157 -0.6407 -1.5372
H -0.4205 0.4242 0.7109
H 0.5130 1.8128 0.2342
H -0.9370 2.1779 -1.6967
H -1.6499 0.5586 -1.4873
H -3.4351 1.5401 -0.7566
H -1.9759 -2.6747 0.7869
H -1.6454 -1.2605 0.3485
O -1.6023 -1.8505 1.1023
H 0.0727 -1.6538 2.1178
H 1.1057 -2.3822 2.9791
O 1.0129 -1.8070 2.2218
*
```

natural (NBO) population analysis, charges in e, atoms 1 to 8: -0.6138, -0.3898, -0.4226, -0.4768, -0.0664, 0.2022, 0.2411, 0.1953

Least stable: w